Entry 1:
The following is a DFT calculation (ωB97M-V/def2-TZVPD) of a cluster of 2 separate species, C3H3NO2S in total in a non-equilibrium geometry.

Structure (XYZ):
```
10
C3H3NO2S (ωB97M-V/def2-TZVPD)
C 0.551 0.610 -1.319
C -0.489 -0.518 -1.663
C -0.312 -0.212 0.627
H 0.146 -1.650 -1.910
H -1.005 -0.318 -3.023
H -1.780 -1.336 -0.122
N -1.380 -0.320 -0.378
O 1.286 1.138 -2.047
O 0.783 0.378 0.156
S -0.172 -0.367 2.310
```

energy relative to the best compared isomer or geometry (same formula, charge and spin): 4.624 eV
max |F|: 5.59 eV/A
LUMO: -0.40 eV
net charge: 0
DFT total energy: -719.41032 hartree
highest occupied orbital energy: -8.941 eV

---

Entry 2:
The following is a DFT calculation (ωB97M-V/def2-TZVPD) of the molecule C3H3NO2S2 in a non-equilibrium geometry.

Structure (XYZ):
```
11
C3H3NO2S2 (ωB97M-V/def2-TZVPD)
C 0.474 -0.052 1.035
C -0.205 0.141 -0.329
C 0.143 -0.834 -1.439
H 0.823 1.053 2.689
H 0.022 1.913 1.402
H -2.127 -0.599 -1.876
N 0.529 1.091 1.754
O 0.854 -1.158 1.409
O -1.005 1.033 -0.494
S -1.189 -1.363 -2.433
S 1.682 -1.224 -1.717
```

energy relative to the best compared isomer or geometry (same formula, charge and spin): 0.162 eV
max |F|: 2.05 eV/A
LUMO: -1.29 eV
SMILES: NC(=O)C(=O)C(=S)S
net charge: 0
DFT total energy: -1117.72014 hartree
highest occupied orbital energy: -9.161 eV

---

Entry 3:
The following is a DFT calculation (ωB97M-V/def2-TZVPD) of the molecule C3H3NO2S2.

Structure (XYZ):
```
11
C3H3NO2S2 (ωB97M-V/def2-TZVPD)
C 0.560 0.495 0.136
C -1.221 -1.235 -0.411
C 1.066 -0.730 -0.621
H -0.344 2.614 1.511
H -1.910 -1.169 -1.258
H -1.591 -2.014 0.274
N 1.388 1.395 0.461
O 0.054 -1.587 -0.879
O 2.184 -0.929 -0.956
S 0.985 2.782 1.303
S -1.171 0.378 0.440
```

energy relative to the best compared isomer or geometry (same formula, charge and spin): 0.597 eV
max |F|: 0.68 eV/A
LUMO: 0.06 eV
SMILES: O=C1OCS/C1=N\S
net charge: 0
DFT total energy: -1117.70416 hartree
highest occupied orbital energy: -9.132 eV